No. 1
This record from the OMol25 dataset describes one molecule with the formula C7H10. The level of theory is ωB97M-V with the def2-TZVPD basis set.

CARTESIAN COORDINATES (ANGSTROEM)
C1 -1.967 0.529 -0.088
C2 -1.240 -0.784 -0.222
C3 0.208 -0.857 -0.765
C4 1.193 0.310 -0.883
C5 1.711 0.370 0.587
C6 0.525 -0.052 1.409
C7 -0.116 -0.992 0.686
H1 -2.405 0.830 -1.042
H2 -2.758 0.453 0.665
H3 -1.276 1.312 0.248
H4 -1.841 -1.634 -0.533
H5 0.389 -1.715 -1.413
H6 0.725 1.237 -1.271
H7 2.003 0.087 -1.588
H8 2.354 1.212 0.857
H9 0.349 0.283 2.421
H10 2.145 -0.589 0.933

Results
* relative energy (zero: lowest compared OMol25 entry of this formula, charge and spin): 3.635 eV
* 2S+1: 1
* maximum force: 2.232 eV/A

***

No. 2
This record from the OMol25 dataset describes one molecule with the formula C5H2FN. The level of theory is ωB97M-V with the def2-TZVPD basis set.

CARTESIAN COORDINATES (ANGSTROEM)
C1 1.748 1.013 0.001
C2 2.764 1.805 0.010
C3 0.369 0.620 0.000
C4 0.335 -0.730 0.012
C5 2.472 -0.358 0.006
N1 1.604 -1.278 0.011
F1 3.756 -0.586 -0.011
H1 -0.447 1.314 -0.010
H2 -0.513 -1.388 0.007

Results
* relative energy (zero: lowest compared OMol25 entry of this formula, charge and spin): 0.870 eV
* 2S+1: 1
* maximum force: 1.240 eV/A

***

No. 3
This record from the OMol25 dataset describes a 2-piece molecular cluster, C4H12 overall. The level of theory is ωB97M-V with the def2-TZVPD basis set.

CARTESIAN COORDINATES (ANGSTROEM)
C1 -0.679 0.048 -2.288
C2 -1.297 1.094 -1.322
H1 -0.948 0.261 -3.314
H2 0.406 0.031 -2.176
H3 -0.977 -0.983 -2.064
H4 -1.204 0.736 -0.290
H5 -2.357 1.160 -1.517
H6 -0.631 1.952 -1.321
C3 1.366 0.045 2.160
C4 0.606 -1.030 1.384
H7 2.426 0.148 1.951
H8 0.865 1.017 2.161
H9 1.222 -0.362 3.174
H10 0.729 -2.040 1.807
H11 0.944 -1.149 0.337
H12 -0.472 -0.928 1.318

Results
* relative energy (zero: lowest compared OMol25 entry of this formula, charge and spin): 0.444 eV
* 2S+1: 1
* maximum force: 2.150 eV/A

***

No. 4
This record from the OMol25 dataset describes one molecule with the formula C2H6N2S. The level of theory is ωB97M-V with the def2-TZVPD basis set.

CARTESIAN COORDINATES (ANGSTROEM)
C1 -0.992 -0.641 1.154
C2 0.955 -0.531 -0.812
N1 0.058 1.716 -0.712
N2 1.163 1.161 -0.776
S1 0.631 -1.372 0.701
H1 -1.036 -0.734 2.244
H2 -1.757 -1.274 0.651
H3 -0.841 0.367 0.803
H4 1.801 -0.733 -1.394
H5 0.012 -0.690 -1.281
H6 0.006 2.732 -0.578

Results
* relative energy (zero: lowest compared OMol25 entry of this formula, charge and spin): 2.815 eV
* 2S+1: 1
* maximum force: 3.837 eV/A

***

No. 5
This record from the OMol25 dataset describes a 3-piece molecular cluster, C30H53F5N10O2P2S3 overall. The level of theory is ωB97M-V with the def2-TZVPD basis set.

CARTESIAN COORDINATES (ANGSTROEM)
F1 0.988 2.261 -0.239
C1 1.743 3.532 -0.074
F2 2.730 3.582 -1.217
F3 2.542 3.614 1.177
C2 0.751 4.825 -0.258
F4 1.656 5.996 -0.566
F5 -0.010 5.213 0.950
C3 -0.145 4.581 -1.606
C4 -1.741 4.319 -1.356
C5 -2.360 2.997 -2.101
C6 -1.817 2.729 -3.622
C7 -1.323 3.853 -4.708
C8 -0.779 3.473 -6.224
C9 -0.275 4.769 -7.146
C10 0.998 5.448 -6.301
C11 1.648 6.757 -7.043
S1 1.995 6.538 -8.875
C12 3.802 5.932 -8.914
S2 4.047 4.267 -9.325
N1 5.001 6.792 -8.580
C13 5.163 8.278 -8.346
C14 6.764 8.570 -7.994
N2 7.497 7.246 -8.019
C15 6.398 6.226 -8.376
C16 -0.757 1.910 -6.729
C17 -1.281 0.737 -5.672
N3 -1.343 -0.759 -6.033
S3 -1.978 -1.449 -4.518
N4 -2.192 -0.124 -3.397
C18 -1.799 1.138 -4.134
H1 0.389 3.741 -2.247
H2 -0.052 5.574 -2.262
H3 -2.321 5.257 -1.814
H4 -2.070 4.265 -0.231
H5 -2.235 2.056 -1.378
H6 -3.539 3.167 -2.169
H7 -1.326 4.986 -4.355
H8 -1.195 5.523 -7.144
H9 0.048 4.452 -8.235
H10 1.799 4.582 -6.118
H11 0.659 5.808 -5.214
H12 0.957 7.695 -6.802
H13 2.705 6.969 -6.532
H14 4.308 9.081 -8.381
H15 7.306 9.573 -7.724
H16 6.770 5.118 -8.422
H17 -0.390 1.703 -7.822
O1 1.150 -4.686 0.112
P1 1.597 -3.216 0.302
N5 2.483 -3.600 1.709
C19 2.595 -2.841 2.942
C20 3.785 -4.207 1.420
N6 -0.012 -2.728 0.673
C21 -0.627 -3.098 1.947
C22 -0.963 -3.053 -0.399
N7 2.111 -1.526 0.521
C23 1.308 -0.456 1.109
C24 2.676 -1.036 -0.741
H18 3.252 -1.969 2.840
H19 3.007 -3.467 3.745
H20 1.635 -2.504 3.323
H21 4.514 -3.445 1.124
H22 3.710 -4.932 0.603
H23 4.178 -4.755 2.284
H24 -0.454 -4.143 2.199
H25 -1.712 -2.932 1.938
H26 -0.261 -2.474 2.762
H27 -1.271 -4.105 -0.369
H28 -0.525 -2.853 -1.381
H29 -1.865 -2.432 -0.321
H30 0.429 -0.206 0.504
H31 1.907 0.458 1.208
H32 0.985 -0.694 2.125
H33 1.892 -0.889 -1.493
H34 3.396 -1.759 -1.140
H35 3.219 -0.094 -0.604
O2 -4.339 -3.012 5.931
P2 -3.374 -4.216 6.059
N8 -4.642 -5.268 6.500
C25 -4.637 -6.321 7.502
C26 -5.436 -5.724 5.355
N9 -2.615 -3.516 7.437
C27 -3.311 -3.458 8.721
C28 -2.062 -2.182 7.162
N10 -2.264 -5.600 6.207
C29 -1.398 -5.883 7.349
C30 -1.459 -5.693 4.984
H36 -4.094 -7.213 7.170
H37 -5.662 -6.633 7.739
H38 -4.221 -6.001 8.453
H39 -4.915 -6.520 4.812
H40 -5.621 -4.905 4.653
H41 -6.420 -6.093 5.666
H42 -4.342 -3.125 8.616
H43 -2.811 -2.780 9.425
H44 -3.304 -4.426 9.222
H45 -2.835 -1.405 7.189
H46 -1.584 -2.155 6.179
H47 -1.291 -1.921 7.899
H48 -0.618 -5.126 7.486
H49 -0.895 -6.849 7.213
H50 -1.962 -5.986 8.278
H51 -0.726 -4.879 4.933
H52 -2.103 -5.624 4.100
H53 -0.932 -6.651 4.917

Results
* 2S+1: 1
* maximum force: 8.137 eV/A
* total energy: -4248.57329 Eh

***

No. 6
This record from the OMol25 dataset describes one molecule with the formula C2H3N3O2. The level of theory is ωB97M-V with the def2-TZVPD basis set.

CARTESIAN COORDINATES (ANGSTROEM)
C1 0.314 1.210 -0.064
C2 2.595 0.107 -0.096
N1 1.451 0.573 -0.600
N2 1.654 -0.833 -0.462
N3 -0.512 0.226 -0.091
O1 3.658 0.186 0.524
O2 -1.858 0.269 0.117
H1 0.136 2.309 -0.127
H2 0.942 -1.507 -0.141
H3 -2.097 -0.504 -0.366

Results
* relative energy (zero: lowest compared OMol25 entry of this formula, charge and spin): 6.625 eV
* 2S+1: 1
* maximum force: 6.114 eV/A